Molecular formula: C32H68FN7O9S
Method: DFT, ωB97M-V with the def2-TZVPD basis set

HOMO energy	-8.66	eV
DFT total energy	-2818.3067	a.u.
SMILES	CCSC[C@]1(CCCO)CNC(=O)[C@@]1(F)CCCOC.CN(C)C=O.CN(C)C=O.CN(C)C=O.CN(C)C=O.CN(C)C=O.CN(C)C=O
gap between HOMO and LUMO	8.9	eV
E_LUMO	0.219	eV
net charge	0

Each atom is followed by the atoms it is bonded to, with distances in Å.
CARTESIAN COORDINATES (ANGSTROEM)
1 C -7.864 3.835 0.462  C2 1.640, H21 1.189, H22 1.193, H23 1.173
2 C -8.275 2.829 -0.766  C1 1.640, S3 1.878, H24 1.182, H25 1.190
3 S -6.862 1.801 -1.453  C2 1.878, C4 1.875
4 C -5.713 1.450 -0.013  S3 1.875, C5 1.640, H26 1.171, H27 1.189
5 C -4.373 0.583 -0.389  C4 1.640, C6 1.639, C10 1.672, C14 1.639
6 C -3.382 1.068 -1.602  C5 1.639, C7 1.639, H28 1.173, H29 1.193
7 C -2.330 2.262 -1.209  C6 1.639, C8 1.639, H30 1.191, H31 1.194
8 C -2.982 3.528 -0.398  C7 1.639, O9 1.501, H32 1.171, H33 1.171
9 O -1.999 4.661 -0.454  C8 1.501, H34 1.011
10 C -4.792 -0.952 -0.905  C5 1.672, N11 1.539, H35 1.193, H36 1.193
11 N -4.887 -1.991 0.227  C10 1.539, C12 1.515, H37 1.044
12 C -4.540 -1.212 1.479  N11 1.515, O13 1.361, C14 1.672
13 O -4.834 -1.693 2.717  C12 1.361
14 C -3.764 0.216 1.087  C5 1.639, C12 1.672, F15 1.482, C16 1.639
15 F -4.166 1.081 2.222  C14 1.482
16 C -2.185 -0.188 1.260  C14 1.639, C17 1.656, H38 1.170, H39 1.193
17 C -1.321 0.850 2.219  C16 1.656, C18 1.643, H40 1.173, H41 1.170
18 C -1.483 0.564 3.829  C17 1.643, O19 1.487, H42 1.191, H43 1.194
19 O -0.192 0.481 4.562  C18 1.487, C20 1.495
20 C 0.476 -0.784 4.127  O19 1.495, H44 1.187, H45 1.172, H46 1.193
21 H -7.023 4.625 0.174  C1 1.189
22 H -7.400 3.218 1.371  C1 1.193
23 H -8.779 4.418 0.909  C1 1.173
24 H -8.716 3.503 -1.632  C2 1.182
25 H -9.076 2.070 -0.321  C2 1.190
26 H -5.424 2.483 0.457  C4 1.171
27 H -6.334 0.802 0.765  C4 1.189
28 H -2.760 0.212 -2.109  C6 1.173
29 H -4.091 1.500 -2.459  C6 1.193
30 H -1.359 1.848 -0.656  C7 1.191
31 H -1.928 2.703 -2.243  C7 1.194
32 H -3.174 3.195 0.709  C8 1.171
33 H -3.940 3.876 -0.973  C8 1.171
34 H -2.496 5.541 -0.437  O9 1.011
35 H -5.749 -0.903 -1.617  C10 1.193
36 H -4.022 -1.500 -1.633  C10 1.193
37 H -5.797 -2.501 0.216  N11 1.044
38 H -1.601 -0.275 0.249  C16 1.170
39 H -2.108 -1.252 1.794  C16 1.193
40 H -1.701 1.930 1.966  C17 1.173
41 H -0.191 0.797 1.920  C17 1.170
42 H -2.083 1.479 4.300  C18 1.191
43 H -2.183 -0.383 4.025  C18 1.194
44 H 1.290 -0.459 3.326  C20 1.187
45 H -0.338 -1.486 3.658  C20 1.172
46 H 1.026 -1.288 5.058  C20 1.193
47 C 0.255 0.244 -2.670  O48 1.224, N49 1.379, H52 1.102
48 O -0.146 -0.777 -2.126  C47 1.224
49 N 1.537 0.744 -2.584  C47 1.379, C50 1.448, C51 1.448
50 C 1.932 1.962 -3.260  N49 1.448, H53 1.094, H54 1.094, H55 1.093
51 C 2.520 0.032 -1.795  N49 1.448, H56 1.094, H57 1.094, H58 1.093
52 H -0.409 0.864 -3.294  C47 1.102
53 H 2.745 1.733 -3.955  C50 1.094
54 H 2.278 2.684 -2.514  C50 1.094
55 H 1.095 2.393 -3.816  C50 1.093
56 H 2.632 -0.981 -2.195  C51 1.094
57 H 2.168 -0.034 -0.761  C51 1.094
58 H 3.484 0.547 -1.823  C51 1.093
59 C -0.372 4.625 -5.414  O60 1.224, N61 1.379, H64 1.102
60 O 0.299 3.960 -4.636  C59 1.224
61 N -1.272 4.120 -6.329  C59 1.379, C62 1.448, C63 1.448
62 C -2.029 4.977 -7.215  N61 1.448, H65 1.094, H66 1.094, H67 1.093
63 C -1.467 2.687 -6.407  N61 1.448, H68 1.094, H69 1.094, H70 1.093
64 H -0.303 5.725 -5.440  C59 1.102
65 H -3.096 4.824 -7.030  C62 1.094
66 H -1.793 4.713 -8.250  C62 1.094
67 H -1.783 6.030 -7.049  C62 1.093
68 H -1.809 2.320 -5.434  C63 1.094
69 H -0.513 2.209 -6.647  C63 1.094
70 H -2.206 2.439 -7.173  C63 1.093
71 C 5.477 -0.539 0.023  O72 1.224, N73 1.379, H76 1.102
72 O 5.314 0.633 0.335  C71 1.224
73 N 6.618 -1.065 -0.546  C71 1.379, C74 1.448, C75 1.448
74 C 6.730 -2.467 -0.886  N73 1.448, H77 1.094, H78 1.094, H79 1.093
75 C 7.740 -0.188 -0.813  N73 1.448, H80 1.094, H81 1.094, H82 1.093
76 H 4.688 -1.293 0.182  C71 1.102
77 H 7.568 -2.899 -0.331  C74 1.094
78 H 6.914 -2.557 -1.960  C74 1.094
79 H 5.815 -3.009 -0.631  C74 1.093
80 H 8.069 0.265 0.127  C75 1.094
81 H 7.418 0.605 -1.493  C75 1.094
82 H 8.566 -0.746 -1.262  C75 1.093
83 C 8.473 -5.537 -0.247  O84 1.224, N85 1.379, H88 1.102
84 O 7.849 -4.924 -1.104  C83 1.224
85 N 7.916 -6.205 0.822  C83 1.379, C86 1.448, C87 1.448
86 C 8.727 -6.908 1.794  N85 1.448, H89 1.094, H90 1.094, H91 1.093
87 C 6.477 -6.206 0.981  N85 1.448, H92 1.094, H93 1.094, H94 1.093
88 H 9.573 -5.601 -0.271  C83 1.102
89 H 8.440 -7.963 1.796  C86 1.094
90 H 8.548 -6.475 2.782  C86 1.094
91 H 9.790 -6.825 1.553  C86 1.093
92 H 6.020 -6.654 0.093  C87 1.094
93 H 6.127 -5.174 1.074  C87 1.094
94 H 6.187 -6.774 1.869  C87 1.093
95 C 1.371 -4.178 -0.928  O96 1.224, N97 1.379, H100 1.102
96 O 2.043 -4.844 -0.150  C95 1.224
97 N 0.472 -4.684 -1.843  C95 1.379, C98 1.448, C99 1.448
98 C -0.285 -3.826 -2.729  N97 1.448, H101 1.094, H102 1.094, H103 1.093
99 C 0.276 -6.117 -1.921  N97 1.448, H104 1.094, H105 1.094, H106 1.093
100 H 1.441 -3.078 -0.954  C95 1.102
101 H -1.352 -3.980 -2.544  C98 1.094
102 H -0.049 -4.091 -3.764  C98 1.094
103 H -0.040 -2.773 -2.563  C98 1.093
104 H -0.065 -6.483 -0.948  C99 1.094
105 H 1.231 -6.594 -2.161  C99 1.094
106 H -0.463 -6.364 -2.687  C99 1.093
107 C -2.262 3.477 8.403  O108 1.224, N109 1.379, H112 1.102
108 O -2.425 4.649 8.715  C107 1.224
109 N -1.121 2.952 7.834  C107 1.379, C110 1.448, C111 1.448
110 C -1.008 1.549 7.495  N109 1.448, H113 1.094, H114 1.094, H115 1.093
111 C 0.001 3.828 7.568  N109 1.448, H116 1.094, H117 1.094, H118 1.093
112 H -3.051 2.723 8.562  C107 1.102
113 H -0.170 1.117 8.049  C110 1.094
114 H -0.825 1.459 6.420  C110 1.094
115 H -1.924 1.008 7.749  C110 1.093
116 H 0.330 4.281 8.507  C111 1.094
117 H -0.321 4.622 6.887  C111 1.094
118 H 0.828 3.271 7.119  C111 1.093

Atomic partial charges in e from the Mulliken method, atoms 1 to 99:
1 C -0.886
2 C -0.262
3 S -0.139
4 C -0.643
5 C 1.235
6 C -0.913
7 C 0.206
8 C -0.330
9 O -0.551
10 C -0.742
11 N -0.240
12 C -0.111
13 O -0.629
14 C 0.847
15 F -0.434
16 C -0.544
17 C -0.028
18 C -0.552
19 O -0.491
20 C -0.536
21 H 0.214
22 H 0.254
23 H 0.315
24 H 0.297
25 H 0.249
26 H 0.270
27 H 0.450
28 H 0.074
29 H 0.289
30 H -0.059
31 H 0.060
32 H 0.045
33 H 0.320
34 H 0.350
35 H 0.244
36 H 0.202
37 H 0.338
38 H -0.234
39 H 0.444
40 H 0.049
41 H 0.257
42 H 0.230
43 H 0.308
44 H 0.158
45 H 0.258
46 H 0.269
47 C -0.178
48 O -0.632
49 N 0.300
50 C -0.667
51 C -0.950
52 H 0.439
53 H 0.389
54 H 0.344
55 H 0.072
56 H 0.233
57 H 0.264
58 H 0.416
59 C 0.078
60 O -0.566
61 N 0.118
62 C -0.927
63 C -0.740
64 H 0.267
65 H 0.335
66 H 0.334
67 H 0.285
68 H 0.112
69 H 0.286
70 H 0.369
71 C 0.089
72 O -0.642
73 N 0.202
74 C -0.961
75 C -0.986
76 H 0.359
77 H 0.381
78 H 0.304
79 H 0.275
80 H 0.311
81 H 0.291
82 H 0.361
83 C 0.061
84 O -0.562
85 N 0.156
86 C -0.928
87 C -0.866
88 H 0.326
89 H 0.333
90 H 0.337
91 H 0.291
92 H 0.304
93 H 0.212
94 H 0.365
95 C 0.105
96 O -0.654
97 N 0.163
98 C -0.367
99 C -0.994



Molecular formula: C32H68O20
Method: DFT, ωB97M-V with the def2-TZVPD basis set

HOMO energy	-9.65	eV
DFT total energy	-2764.8058	a.u.
gap between HOMO and LUMO	10.1	eV
E_LUMO	0.433	eV
net charge	0

Each atom is followed by the atoms it is bonded to, with distances in Å.
CARTESIAN COORDINATES (ANGSTROEM)
1 C 7.700 7.851 11.772  O2 1.422, H3 1.167, H4 1.103, H5 1.074
2 O 9.101 7.814 12.014  C1 1.422, H6 0.955
3 H 7.242 8.920 11.867  C1 1.167
4 H 7.497 7.588 10.720  C1 1.103
5 H 7.280 7.128 12.446  C1 1.074
6 H 9.239 8.178 12.885  O2 0.955
7 C 9.435 10.163 14.007  O8 1.398, H9 1.064, H10 1.080, H11 1.074
8 O 9.239 8.877 14.519  C7 1.398, H12 0.956
9 H 10.443 10.409 13.771  C7 1.064
10 H 8.956 10.297 13.048  C7 1.080
11 H 8.983 10.849 14.698  C7 1.074
12 H 10.091 8.449 14.585  O8 0.956
13 C 8.669 17.502 10.562  O14 1.374, H15 1.085, H16 1.087, H17 1.092
14 O 7.889 16.417 10.240  C13 1.374, H18 0.986
15 H 8.211 18.028 11.393  C13 1.085
16 H 9.710 17.254 10.751  C13 1.087
17 H 8.645 18.143 9.678  C13 1.092
18 H 7.567 16.026 11.086  O14 0.986
19 C 18.131 10.186 9.589  O20 1.454, H21 1.118, H22 1.091, H23 1.101
20 O 17.266 11.347 9.735  C19 1.454, H24 0.964
21 H 19.190 10.543 9.560  C19 1.118
22 H 17.955 9.477 10.398  C19 1.091
23 H 17.924 9.684 8.631  C19 1.101
24 H 16.342 11.071 9.722  O20 0.964
25 C 10.305 6.876 7.838  O26 1.462, H27 1.047, H28 1.103, H29 1.161
26 O 10.504 8.208 7.269  C25 1.462, H30 1.003
27 H 9.402 6.507 7.458  C25 1.047
28 H 11.107 6.194 7.508  C25 1.103
29 H 10.237 6.886 8.997  C25 1.161
30 H 9.657 8.735 7.376  O26 1.003
31 C 9.789 15.144 7.776  O32 1.425, H33 1.131, H34 1.126, H35 1.071
32 O 8.383 14.915 7.726  C31 1.425, H36 0.984
33 H 10.140 14.654 8.733  C31 1.131
34 H 10.207 14.602 6.882  C31 1.126
35 H 10.063 16.179 7.774  C31 1.071
36 H 7.940 15.266 8.532  O32 0.984
37 C 11.177 13.276 15.990  O38 1.374, H39 1.110, H40 1.108, H41 1.119
38 O 11.265 13.867 14.753  C37 1.374, H42 1.012
39 H 12.183 12.992 16.363  C37 1.110
40 H 10.880 14.027 16.748  C37 1.108
41 H 10.506 12.382 16.040  C37 1.119
42 H 11.932 13.392 14.159  O38 1.012
43 C 7.990 14.360 13.423  O44 1.433, H45 1.087, H46 1.076, H47 1.076
44 O 8.779 13.227 13.808  C43 1.433, H48 0.937
45 H 6.938 14.087 13.381  C43 1.087
46 H 8.099 15.204 14.081  C43 1.076
47 H 8.214 14.729 12.438  C43 1.076
48 H 9.663 13.511 13.927  O44 0.937
49 O 14.741 7.592 7.926  C50 1.191
50 C 14.619 8.483 7.147  O49 1.191, O51 1.367, C54 1.554
51 O 15.401 9.604 7.172  C50 1.367, C52 1.385
52 C 14.783 10.688 6.570  O51 1.385, C53 1.545, H55 1.072, H56 1.066
53 C 13.390 10.253 6.062  C52 1.545, C54 1.549, H57 1.104, H58 1.092
54 C 13.479 8.708 6.113  C50 1.554, C53 1.549, H59 1.088, H60 1.091
55 H 15.333 10.992 5.701  C52 1.072
56 H 14.674 11.439 7.319  C52 1.066
57 H 13.188 10.749 5.096  C53 1.104
58 H 12.590 10.556 6.741  C53 1.092
59 H 13.744 8.279 5.149  C54 1.088
60 H 12.594 8.203 6.505  C54 1.091
61 O 12.981 13.284 12.567  C62 1.213
62 C 14.099 13.136 13.014  O61 1.213, O63 1.357, C66 1.540
63 O 14.358 12.918 14.328  C62 1.357, C64 1.419
64 C 15.737 13.102 14.607  O63 1.419, C65 1.544, H67 1.102, H68 1.089
65 C 16.446 12.695 13.297  C64 1.544, C66 1.507, H69 1.068, H70 1.110
66 C 15.434 13.077 12.248  C62 1.540, C65 1.507, H71 1.111, H72 1.095
67 H 16.026 12.406 15.411  C64 1.102
68 H 15.996 14.133 14.844  C64 1.089
69 H 16.488 11.628 13.269  C65 1.068
70 H 17.426 13.205 13.179  C65 1.110
71 H 15.164 12.301 11.500  C66 1.111
72 H 15.466 13.978 11.626  C66 1.095
73 O 14.029 11.165 9.616  C74 1.202
74 C 12.832 11.110 9.704  O73 1.202, O75 1.409, C78 1.559
75 O 12.129 9.899 9.869  C74 1.409, C76 1.438
76 C 10.745 10.230 10.077  O75 1.438, C77 1.518, H79 1.127, H80 1.069
77 C 10.693 11.700 10.451  C76 1.518, C78 1.490, H81 1.073, H82 1.071
78 C 11.833 12.308 9.709  C74 1.559, C77 1.490, H83 1.128, H84 1.087
79 H 10.406 9.464 10.832  C76 1.127
80 H 10.155 10.065 9.201  C76 1.069
81 H 10.762 11.814 11.516  C77 1.073
82 H 9.747 12.131 10.194  C77 1.071
83 H 12.140 13.222 10.294  C78 1.128
84 H 11.602 12.585 8.683  C78 1.087
85 O 12.627 14.425 7.547  C86 1.201
86 C 13.650 14.841 8.019  O85 1.201, O87 1.321, C90 1.556
87 O 14.781 14.159 8.019  C86 1.321, C88 1.431
88 C 15.802 14.785 8.803  O87 1.431, C89 1.581, H91 1.063, H92 1.073
89 C 15.026 15.874 9.647  C88 1.581, C90 1.542, H93 1.099, H94 1.078
90 C 13.885 16.233 8.674  C86 1.556, C89 1.542, H95 1.087, H96 1.062
91 H 16.528 15.228 8.164  C88 1.063
92 H 16.321 14.070 9.410  C88 1.073
93 H 15.705 16.665 9.993  C89 1.099
94 H 14.600 15.402 10.517  C89 1.078
95 H 14.087 16.958 7.890  C90 1.087
96 H 13.019 16.535 9.208  C90 1.062
97 O 12.960 9.828 14.116  C98 1.201
98 C 13.688 9.201 13.396  O97 1.201, O99 1.353, C102 1.486
99 O 14.875 9.680 12.955  C98 1.353, C100 1.445
100 C 15.409 8.785 11.955  O99 1.445, C101 1.485, H103 1.109, H104 1.106
101 C 14.785 7.457 12.181  C100 1.485, C102 1.552, H105 1.066, H106 1.108
102 C 13.413 7.883 12.768  C98 1.486, C101 1.552, H107 1.076, H108 1.050
103 H 16.508 8.716 12.093  C100 1.109
104 H 15.249 9.266 10.972  C100 1.106
105 H 15.331 6.926 12.927  C101 1.066
106 H 14.650 6.807 11.294  C101 1.108
107 H 12.956 7.181 13.445  C102 1.076
108 H 12.807 8.200 11.971  C102 1.050
109 O 8.044 10.218 7.620  C110 1.206
110 C 8.043 11.208 6.932  O109 1.206, O111 1.354, C114 1.509
111 O 6.882 11.876 6.737  C110 1.354, C112 1.508
112 C 7.129 13.071 5.851  O111 1.508, C113 1.539, H115 1.055, H116 1.108
113 C 8.337 12.587 5.028  C112 1.539, C114 1.560, H117 1.097, H118 1.096
114 C 9.153 11.836 6.125  C110 1.509, C113 1.560, H119 1.093, H120 1.079
115 H 7.387 13.869 6.492  C112 1.055
116 H 6.144 13.206 5.364  C112 1.108
117 H 8.868 13.430 4.568  C113 1.097
118 H 8.079 11.888 4.225  C113 1.096
119 H 9.923 12.452 6.596  C114 1.093
120 H 9.643 10.965 5.720  C114 1.079

Atomic partial charges in e from the Mulliken method, atoms 1 to 99:
1 C -0.657
2 O -0.467
3 H 0.240
4 H 0.224
5 H 0.333
6 H 0.316
7 C -0.273
8 O -0.694
9 H 0.051
10 H 0.306
11 H 0.293
12 H 0.311
13 C -0.635
14 O -0.450
15 H 0.363
16 H 0.196
17 H 0.240
18 H 0.279
19 C -0.543
20 O -0.500
21 H 0.257
22 H 0.163
23 H 0.216
24 H 0.196
25 C -0.662
26 O -0.428
27 H 0.408
28 H 0.270
29 H 0.130
30 H 0.233
31 C -0.306
32 O -0.580
33 H 0.083
34 H 0.140
35 H 0.388
36 H 0.275
37 C -0.510
38 O -0.648
39 H 0.247
40 H 0.278
41 H 0.138
42 H 0.414
43 C -0.588
44 O -0.348
45 H 0.376
46 H 0.326
47 H -0.081
48 H 0.306
49 O -0.615
50 C 0.626
51 O -0.309
52 C -0.056
53 C 0.078
54 C -0.128
55 H 0.459
56 H -0.251
57 H 0.535
58 H -0.328
59 H 0.351
60 H -0.263
61 O -0.751
62 C 0.562
63 O -0.392
64 C -0.617
65 C -0.519
66 C 1.191
67 H 0.435
68 H 0.287
69 H 0.124
70 H 0.356
71 H -0.812
72 H 0.005
73 O 0.130
74 C -0.177
75 O -0.548
76 C 1.124
77 C -0.286
78 C 1.072
79 H -0.236
80 H -0.742
81 H -0.442
82 H 0.716
83 H 0.126
84 H -0.633
85 O -0.558
86 C 0.593
87 O -0.203
88 C -0.422
89 C -0.071
90 C -0.716
91 H 0.365
92 H 0.185
93 H 0.465
94 H -0.046
95 H 0.334
96 H 0.241
97 O -0.627
98 C 0.263
99 O -0.216